1.
# C5H5ClO2

The molecule C5H5ClO2 in a non-equilibrium geometry (the ωB97M-V functional and the def2-TZVPD basis, the OMol25 dataset).

Structure (ORCA input):
```
! wB97M-V def2-TZVPD RIJCOSX def2/J DEFGRID3
* xyz 0 1
C -2.53 1.47 0.08
O -1.45 0.63 -0.10
C -0.34 0.92 0.45
O -0.13 1.73 1.39
C 0.77 0.05 0.03
C 1.59 -0.84 -0.07
C 2.56 -1.95 -0.40
Cl 1.86 -2.84 -1.75
H -2.61 1.59 1.16
H -2.62 2.48 -0.37
H -3.45 0.86 -0.16
H 2.80 -2.57 0.38
H 3.53 -1.53 -0.64
*
```

Calculated values
frontier orbital gap	10.82	eV
SMILES	COC(=O)C#CCCl
E_HOMO	-0.37500	Eh
energy above the lowest of the compared OMol25 structures with the same formula, charge and spin	2.322	eV



2.
# C7H23BrN7O4

A cluster of 5 separate species, C7H23BrN7O4 in total in a non-equilibrium geometry (the ωB97M-V functional and the def2-TZVPD basis, the OMol25 dataset).

Structure (ORCA input):
```
! wB97M-V def2-TZVPD RIJCOSX def2/J DEFGRID3
* xyz -1 1
Br 7.61 -16.57 -0.01
C 3.79 -18.06 -0.72
O 3.60 -17.04 -0.06
N 2.83 -18.56 -1.51
N 4.97 -18.71 -0.65
H 3.10 -19.39 -2.02
H 1.91 -18.19 -1.60
H 5.19 -19.52 -1.20
H 5.70 -18.18 -0.18
C 4.96 -16.13 3.90
O 4.17 -15.83 3.01
N 4.61 -16.29 5.19
N 6.25 -16.42 3.66
H 3.74 -15.90 5.51
H 5.30 -16.64 5.82
H 6.80 -16.84 4.38
H 6.42 -16.43 2.66
C 9.42 -20.13 -0.94
O 9.79 -21.22 -1.38
N 8.87 -19.19 -1.70
N 9.53 -19.79 0.34
H 8.72 -19.49 -2.65
H 8.49 -18.29 -1.44
H 9.08 -18.91 0.55
H 9.79 -20.43 1.07
C 4.14 -11.94 -0.25
C 4.94 -13.21 -0.67
C 6.40 -12.91 -1.05
O 7.05 -12.46 0.10
C 8.46 -12.43 0.05
N 4.92 -14.21 0.46
H 4.09 -11.28 -1.12
H 4.66 -11.37 0.52
H 3.19 -12.24 0.17
H 4.34 -13.63 -1.48
H 6.35 -12.06 -1.75
H 6.94 -13.74 -1.51
H 8.75 -11.43 -0.26
H 8.76 -13.26 -0.60
H 8.87 -12.58 1.05
H 5.66 -14.81 0.10
H 5.43 -13.72 1.19
*
```

Calculated values
frontier orbital gap	8.41	eV
E_HOMO	-0.19632	Eh
energy above the lowest of the compared OMol25 structures with the same formula, charge and spin	2.169	eV



3.
# C9H14Cl2N

The ion C9H14Cl2N with charge +1 in a non-equilibrium geometry (the ωB97M-V functional and the def2-TZVPD basis, the OMol25 dataset).

Structure (ORCA input):
```
! wB97M-V def2-TZVPD RIJCOSX def2/J DEFGRID3
* xyz 1 1
C 3.15 -0.68 0.08
C 2.86 -0.27 -1.32
C 2.39 -0.50 1.13
C 1.75 -0.17 -1.96
C 1.15 0.36 1.06
C 0.08 -0.35 0.20
C -1.43 1.49 -0.62
C -2.03 0.11 1.33
C -2.12 -0.80 -0.71
N -1.28 0.16 0.04
Cl 1.41 1.99 0.44
Cl 0.00 -2.00 0.76
H 4.11 -1.14 0.32
H 3.73 -0.32 -1.95
H 2.83 -0.87 2.10
H 0.80 0.02 -2.61
H 0.62 0.49 2.07
H -2.44 1.48 -1.11
H -1.28 2.40 -0.11
H -0.69 1.68 -1.46
H -1.64 0.70 2.11
H -3.15 0.44 1.09
H -2.15 -0.94 1.80
H -1.68 -0.87 -1.73
H -1.84 -1.78 -0.33
H -3.18 -0.61 -0.62
*
```

Calculated values
frontier orbital gap (alpha / beta)	7.08 / 9.10	eV
E_HOMO (alpha / beta)	-0.43142 / -0.46440	Eh
energy above the lowest of the compared OMol25 structures with the same formula, charge and spin	5.857	eV



4.
# C10H14N5

A cluster of 2 separate species, C10H14N5 in total in a non-equilibrium geometry (the ωB97M-V functional and the def2-TZVPD basis, the OMol25 dataset).

Structure (ORCA input):
```
! wB97M-V def2-TZVPD RIJCOSX def2/J DEFGRID3
* xyz 1 3
C 0.39 -0.15 -1.94
C 0.09 -1.51 -1.50
C 1.56 -1.23 0.24
C 1.29 0.57 -1.22
C 2.02 0.02 -0.16
C -2.45 0.95 -0.87
C -1.99 -0.82 0.63
C -2.89 -0.26 -0.27
C -0.82 1.25 0.61
C 3.27 0.60 0.43
N 0.55 -1.88 -0.33
N -1.47 1.74 -0.43
N -0.98 0.00 1.13
N -2.04 -2.04 1.07
N 0.02 2.07 1.29
H 0.00 0.32 -2.85
H -0.63 -2.27 -2.00
H 2.07 -1.70 0.98
H -2.95 1.29 -1.73
H -3.83 -0.68 -0.61
H 1.60 1.49 -1.59
H 3.21 0.72 1.57
H 4.17 0.24 -0.13
H 3.31 1.66 0.16
H -0.50 -0.18 1.95
H -2.88 -2.55 1.18
H -1.22 -2.26 1.60
H 0.50 2.93 0.79
H 0.60 1.69 2.01
*
```

Calculated values
frontier orbital gap (alpha / beta)	6.31 / 5.51	eV
E_HOMO (alpha / beta)	-0.34554 / -0.46098	Eh
energy above the lowest of the compared OMol25 structures with the same formula, charge and spin	0.000	eV
⟨S²⟩	2.009